w:
The following is a DFT calculation (wB97M-V/def2-TZVPD) of one molecule with the formula C4H2.

- E_HOMO (eV) = -9.91
- E_LUMO (Ha) = 0.031
- structure (SMILES) = C#CC#C
- frontier orbital gap (Eh) = 0.3947

```
! RIJCOSX wB97M-V def2-TZVPD def2/J DEFGRID3
* xyz 0 1
C 1.756 -0.170 -0.641
C 0.641 0.046 -0.322
C -0.636 0.167 0.218
C -1.693 0.246 0.804
H 2.542 -0.619 -1.378
H -2.611 0.329 1.318
*
```

x:
The following is a DFT calculation (wB97M-V/def2-TZVPD) of one molecule with the formula C4H2.

- E_HOMO (eV) = -9.83
- E_LUMO (Ha) = 0.041
- structure (SMILES) = C#CC#C
- frontier orbital gap (Eh) = 0.4016

```
! RIJCOSX wB97M-V def2-TZVPD def2/J DEFGRID3
* xyz 0 1
C 1.855 -0.039 0.082
C 0.704 -0.090 -0.271
C -0.658 -0.072 -0.504
C -1.860 0.010 -0.556
H 2.842 0.037 0.481
H -2.920 0.126 -0.516
*
```

x (35.9 kJ/mol below the next structure)

w:
The following is a DFT calculation (wB97M-V/def2-TZVPD) of a 2-piece molecular cluster, C4H9NO overall.

- E_HOMO (alpha / beta) (eV) = 0.61 / -2.81
- <S²> = 0.754
- E_LUMO (alpha / beta) (Ha) = 0.128 / 0.128
- frontier orbital gap (alpha / beta) (Eh) = 0.1058 / 0.2313

```
! RIJCOSX wB97M-V def2-TZVPD def2/J DEFGRID3
* xyz -1 2
C -1.579 -2.550 -2.416
C -1.141 -0.795 -0.975
N -1.214 -1.159 -2.175
H -2.505 -2.555 -2.996
H -1.768 -3.101 -1.494
H -0.850 -2.947 -3.122
H -0.885 0.230 -0.710
H -1.273 -1.452 -0.108
O 1.213 0.261 2.287
C 1.109 1.527 2.518
C 1.939 2.497 1.656
H 0.466 2.065 3.228
H 1.757 2.267 0.587
H 2.999 2.195 1.753
H 1.732 3.517 1.967
*
```

x:
The following is a DFT calculation (wB97M-V/def2-TZVPD) of a 2-piece molecular cluster, C4H9NO overall.

- E_HOMO (alpha / beta) (eV) = -0.66 / -2.16
- <S²> = 0.775
- E_LUMO (alpha / beta) (Ha) = 0.160 / 0.159
- frontier orbital gap (alpha / beta) (Eh) = 0.1846 / 0.2387

```
! RIJCOSX wB97M-V def2-TZVPD def2/J DEFGRID3
* xyz -1 2
C -0.834 1.498 -2.070
C -0.748 0.207 -1.143
C -0.334 0.412 0.249
N 0.585 -0.482 0.886
C 1.228 -1.258 0.185
H -0.188 2.494 -1.887
H -0.597 1.090 -3.041
H -1.795 2.004 -2.199
H -0.972 -0.870 -1.417
H -0.540 1.297 0.844
H 1.990 -1.013 -0.576
H 1.085 -2.314 0.361
H 0.151 -0.645 2.664
H 0.457 -1.705 3.538
O 0.513 -0.715 3.606
*
```

w (150.3 kJ/mol below the next structure)

w:
The following is a DFT calculation (wB97M-V/def2-TZVPD) of a 2-piece molecular cluster, C5H13P overall.

- E_HOMO (alpha / beta) (eV) = -4.39 / -9.20
- <S²> = 2.008
- E_LUMO (alpha / beta) (Ha) = 0.037 / -0.069
- frontier orbital gap (alpha / beta) (Eh) = 0.1984 / 0.2688

```
! RIJCOSX wB97M-V def2-TZVPD def2/J DEFGRID3
* xyz 0 3
C 1.188 1.559 0.621
C 0.923 -1.453 0.803
C 0.653 0.291 -1.428
C -2.215 -0.792 -0.143
C 0.431 0.421 0.066
P -1.351 0.745 0.336
H 2.303 1.350 0.511
H 0.930 2.319 -0.074
H 1.033 1.810 1.650
H 0.276 -1.518 1.547
H 2.027 -1.402 1.012
H 0.670 -2.106 -0.039
H 0.630 1.324 -1.884
H 1.599 -0.179 -1.709
H -0.291 -0.092 -1.897
H -2.414 -0.656 -1.201
H -3.266 -0.626 0.148
H -1.861 -1.865 -0.042
H -1.265 0.870 1.723
*
```

x:
The following is a DFT calculation (wB97M-V/def2-TZVPD) of a 2-piece molecular cluster, C5H13P overall.

- E_HOMO (alpha / beta) (eV) = -8.13 / -9.86
- <S²> = 2.004
- E_LUMO (alpha / beta) (Ha) = 0.034 / -0.023
- frontier orbital gap (alpha / beta) (Eh) = 0.3330 / 0.3398

```
! RIJCOSX wB97M-V def2-TZVPD def2/J DEFGRID3
* xyz 0 3
C -0.436 -2.241 0.713
C 1.828 -1.133 1.012
C -0.309 0.348 0.894
C -1.094 2.754 -2.163
C 0.420 -0.964 0.360
P 0.806 -0.860 -1.429
H -0.627 -2.221 1.752
H -1.361 -1.983 0.203
H -0.210 -3.274 0.357
H 2.713 -0.706 0.587
H 2.042 -2.219 0.965
H 1.760 -0.815 2.020
H -1.249 0.837 0.367
H -0.395 0.234 1.942
H 0.388 1.160 0.767
H -1.316 3.113 -3.124
H -1.810 2.108 -1.645
H -0.148 2.301 -2.114
H -1.001 3.561 -1.465
*
```

x (381.3 kJ/mol below the next structure)

w:
The following is a DFT calculation (wB97M-V/def2-TZVPD) of one molecule with the formula C8H8ClNO3.

- E_HOMO (eV) = -9.65
- E_LUMO (Ha) = -0.037
- structure (SMILES) = C=C(Cl)/C=C(/CO)[C@H](O)C(=O)C#N
- frontier orbital gap (Eh) = 0.3180

```
! RIJCOSX wB97M-V def2-TZVPD def2/J DEFGRID3
* xyz 0 1
C -1.781 -0.235 -2.303
C -0.635 0.341 -2.037
Cl -0.372 2.006 -2.507
C 0.471 -0.263 -1.271
C 0.562 -0.386 0.068
C 1.787 -0.908 0.719
O 2.890 -1.118 -0.133
C -0.565 -0.167 1.116
O -1.857 -0.691 0.672
C -0.682 1.289 1.486
O -1.603 1.969 1.126
C 0.471 1.798 2.149
N 1.304 2.344 2.708
H -2.679 0.230 -2.689
H -1.823 -1.366 -2.051
H 1.268 -0.512 -1.996
H 1.545 -1.800 1.208
H 1.956 -0.175 1.590
H 2.497 -1.830 -0.703
H -0.378 -0.646 2.153
H -2.375 0.119 0.695
*
```

x:
The following is a DFT calculation (wB97M-V/def2-TZVPD) of a 2-piece molecular cluster, C8H8ClNO3 overall.

- E_HOMO (eV) = -8.17
- E_LUMO (Ha) = 0.021
- frontier orbital gap (Eh) = 0.3214

```
! RIJCOSX wB97M-V def2-TZVPD def2/J DEFGRID3
* xyz 0 1
C -3.662 0.225 0.261
C -3.016 1.382 -0.142
C -2.923 -0.910 0.551
C -1.638 1.403 -0.259
C -1.544 -0.900 0.439
C -0.902 0.261 0.032
C 1.348 -0.655 0.098
C 3.574 -0.119 -0.220
N 0.509 0.325 -0.101
O 1.362 -1.799 0.446
O 4.058 -1.364 -0.025
O 3.796 0.444 -1.417
Cl 3.940 1.006 1.146
H -4.737 0.208 0.348
H -3.583 2.272 -0.369
H -3.423 -1.812 0.865
H -1.130 2.304 -0.572
H -0.974 -1.786 0.666
H 0.890 1.214 -0.396
H 3.375 -1.922 0.400
H 4.681 0.224 -1.750
*
```

x (186.0 kJ/mol below the next structure)

w:
The following is a DFT calculation (wB97M-V/def2-TZVPD) of a 2-piece molecular cluster, C11H18BN overall.

- E_HOMO (eV) = -7.34
- E_LUMO (Ha) = -0.066
- frontier orbital gap (Eh) = 0.2035

```
! RIJCOSX wB97M-V def2-TZVPD def2/J DEFGRID3
* xyz 0 1
C 2.788 0.774 3.375
N 2.082 1.081 2.149
C 1.997 2.483 1.765
C 1.523 0.120 1.424
C 0.780 0.322 0.255
C 0.218 -0.760 -0.420
C -0.430 -0.686 -1.685
C -0.776 -1.885 -2.373
C -1.445 -1.844 -3.583
C -1.766 -0.608 -4.178
C -1.375 0.584 -3.550
C -0.700 0.556 -2.330
H 3.139 1.717 3.810
H 2.122 0.269 4.090
H 3.650 0.121 3.174
H 2.513 3.063 2.537
H 2.488 2.665 0.798
H 0.952 2.820 1.706
H 1.648 -0.925 1.753
H 0.714 1.341 -0.158
H 0.421 -1.756 -0.011
H -0.499 -2.841 -1.915
H -1.741 -2.776 -4.078
H -2.309 -0.579 -5.120
H -1.615 1.544 -4.011
H -0.382 1.484 -1.861
H -1.762 -1.202 0.916
B -2.781 -1.265 1.669
H -2.570 -0.683 2.724
H -3.759 -0.729 1.164
H -3.125 -2.404 1.962
*
```

x:
The following is a DFT calculation (wB97M-V/def2-TZVPD) of one molecule with the formula C11H18BN.

- E_HOMO (eV) = -9.88
- E_LUMO (Ha) = 0.018
- structure (SMILES) = C[C@@H]1B[C@@H](C#N)C[C@@H]2C[C@H]1C2(C)C
- frontier orbital gap (Eh) = 0.3809

```
! RIJCOSX wB97M-V def2-TZVPD def2/J DEFGRID3
* xyz 0 1
C -1.986 -0.957 -2.115
C -0.596 -0.881 -1.421
B -0.421 -1.637 0.028
C -0.841 -1.092 1.587
C -0.175 -2.266 2.262
N 0.460 -3.058 2.774
C -0.216 0.343 2.008
C -0.022 1.346 0.935
C -1.169 1.396 -0.159
C -0.257 0.595 -1.126
C 1.006 0.800 -0.184
C 1.890 -0.444 0.126
C 1.990 1.947 -0.580
H -1.861 -0.609 -3.157
H -2.721 -0.347 -1.535
H -2.375 -1.960 -2.275
H 0.120 -1.393 -2.028
H -0.503 -2.776 0.145
H -1.864 -1.094 1.817
H -0.941 0.782 2.736
H 0.692 0.285 2.660
H 0.517 2.300 1.434
H -1.982 0.846 0.215
H -1.550 2.376 -0.670
H -0.130 1.205 -2.097
H 1.293 -1.275 0.353
H 2.362 -0.245 1.089
H 2.616 -0.722 -0.628
H 2.300 2.556 0.219
H 1.499 2.466 -1.433
H 2.865 1.510 -0.981
*
```

x (120.8 kJ/mol below the next structure)